This record from the Open Molecules 2025 dataset describes a cluster of 6 separate species, C38H49N6O2 in total. The level of theory is wB97M-V/def2-TZVPD.

gap between HOMO and LUMO	5.150	eV
HOMO energy	-0.3414	hartree
maximum force	1.0	eV/A
DFT total energy	-53228.4981	eV
E_LUMO	-4.14	eV
charge	+1

Cartesian coordinates (Å):
O1 1.788 -0.467 -2.823
O2 4.526 -0.777 -3.003
N1 -4.508 6.680 3.612
N2 -3.696 1.245 2.979
N3 -1.461 -2.497 2.023
N4 3.493 2.600 -3.156
N5 8.082 -4.516 -1.064
N6 -7.415 -3.237 -1.035
C1 8.951 -4.216 -0.047
C2 -1.144 -1.160 -2.914
C3 -5.533 -3.284 -2.192
C4 -4.265 3.040 4.139
C5 5.723 2.638 -2.443
C6 -2.995 -3.276 3.418
C7 5.739 1.251 -2.501
C8 -6.897 -3.298 -2.300
C9 7.040 -5.258 -0.573
C10 2.127 0.646 -3.616
C11 3.447 1.262 -3.209
C12 5.531 -1.583 -2.365
C13 0.948 -0.134 -1.750
C14 -1.755 -3.906 3.704
C15 -4.377 8.641 4.628
C16 4.609 0.544 -2.884
C17 -5.243 8.765 3.508
C18 -3.656 1.817 4.221
C19 5.519 -1.476 -0.842
C20 -4.327 2.084 2.102
C21 -0.624 -0.864 -4.322
C22 0.849 0.783 0.500
C23 -3.940 7.344 4.664
C24 1.569 0.448 -0.643
C25 -1.117 -0.101 -0.616
C26 -0.828 -3.403 2.828
C27 4.572 3.306 -2.790
C28 8.459 -4.773 1.102
C29 -4.690 3.209 2.791
C30 -0.415 -0.437 -1.780
C31 -2.781 -2.415 2.375
C32 1.548 1.391 1.685
C33 -5.217 -3.212 -0.807
C34 -0.510 0.500 0.484
C35 -5.302 7.539 2.901
C36 7.247 -5.436 0.768
C37 -2.650 -0.799 -2.882
C38 -6.401 -3.183 -0.120
H1 -1.028 -1.973 1.284
H2 8.918 -4.718 2.074
H3 0.265 -1.453 -4.529
H4 6.539 -1.468 -0.471
H5 2.164 0.367 -4.666
H6 -1.094 -2.228 -2.713
H7 -3.202 1.306 5.053
H8 8.197 -4.240 -2.021
H9 2.662 3.126 -3.395
H10 0.221 -3.612 2.712
H11 -1.565 -4.642 4.467
H12 -4.395 3.734 4.953
H13 -4.108 9.416 5.327
H14 9.840 -3.637 -0.229
H15 -2.721 0.287 -2.797
H16 1.640 2.469 1.605
H17 -8.394 -3.238 -0.813
H18 -3.935 -3.437 3.920
H19 -4.464 1.810 1.070
H20 1.048 1.101 2.604
H21 6.511 -1.385 -2.794
H22 -5.839 7.206 2.030
H23 -4.837 -3.324 -3.014
H24 -3.124 -1.071 -3.816
H25 1.364 1.412 -3.476
H26 4.529 4.379 -2.747
H27 -1.094 0.738 1.363
H28 5.288 -2.597 -2.651
H29 -6.608 -3.134 0.935
H30 2.638 0.606 -0.681
H31 6.603 -5.983 1.436
H32 -1.369 -1.194 -5.039
H33 -5.762 9.652 3.186
H34 -3.454 -1.753 1.852
H35 6.247 -5.596 -1.219
H36 -4.233 -3.190 -0.364
H37 4.947 -2.302 -0.442
H38 -3.322 0.343 2.747
H39 6.638 0.725 -2.233
H40 -7.540 -3.347 -3.162
H41 -0.449 0.192 -4.490
H42 6.602 3.171 -2.130
H43 -3.277 6.839 5.346
H44 5.074 -0.542 -0.507
H45 -2.168 -0.312 -0.522
H46 -3.162 -1.216 -2.024
H47 2.554 0.980 1.735
H48 -4.365 5.711 3.395
H49 -5.212 4.055 2.375